Record 1
{"formula": "C27H35O2Si", "method": "wB97M-V/def2-TZVPD", "homo_ev": -11.489, "energy_ha": -1489.54005, "charge": 1, "elements": ["Si", "O", "O", "C", "C", "C", "C", "C", "C", "C", "C", "C", "C", "C", "C", "C", "C", "C", "C", "C", "C", "C", "C", "C", "C", "C", "C", "C", "C", "C", "H", "H", "H", "H", "H", "H", "H", "H", "H", "H", "H", "H", "H", "H", "H", "H", "H", "H", "H", "H", "H", "H", "H", "H", "H", "H", "H", "H", "H", "H", "H", "H", "H", "H", "H"], "xyz": [[1.404, -3.346, -1.678], [-3.855, 2.488, 0.776], [5.964, 0.778, 2.809], [2.535, 0.928, 0.430], [-0.884, 1.417, -1.067], [-1.743, -4.307, -0.483], [3.676, 1.592, 2.508], [3.785, 0.410, -0.045], [-0.246, -3.856, -2.491], [-2.720, -3.862, -2.712], [-1.607, -2.009, -1.471], [-2.552, 2.063, 0.520], [-4.716, 4.489, -0.245], [1.651, -4.437, -0.178], [2.697, -3.902, -2.928], [4.855, 0.946, 2.051], [5.988, 1.199, 4.193], [-1.672, 1.832, 1.583], [-3.677, 4.593, 1.960], [-4.850, 5.880, -0.240], [-2.173, 1.821, -0.809], [-0.420, 1.315, 1.312], [0.048, 1.140, -0.022], [1.376, 0.730, -0.365], [4.910, 0.416, 0.732], [-1.566, -3.506, -1.776], [-3.854, 5.980, 1.962], [2.583, 1.661, 1.663], [-4.093, 3.870, 0.841], [-4.429, 6.619, 0.866], [2.720, -4.430, 0.088], [-3.679, -3.614, -2.243], [-1.673, -5.387, -0.672], [1.747, 2.300, 1.945], [1.363, -5.475, -0.414], [3.712, -3.740, -2.534], [-1.004, -4.045, 0.281], [-2.902, 1.996, -1.607], [5.264, 0.628, 4.793], [1.076, -4.095, 0.693], [2.573, -4.981, -3.126], [-0.800, -1.710, -0.790], [-2.739, -4.105, -0.065], [-2.559, -1.741, -0.995], [3.834, 0.009, -1.057], [-5.040, 3.879, -1.087], [-2.725, -4.934, -2.945], [2.600, -3.364, -3.884], [5.858, -0.010, 0.403], [-0.556, 1.328, -2.105], [1.537, 0.380, -1.389], [1.476, -1.848, -1.264], [7.008, 0.973, 4.514], [-4.554, 7.701, 0.875], [-0.236, -3.384, -3.486], [-3.212, 4.062, 2.788], [-3.536, 6.543, 2.839], [3.637, 2.032, 3.513], [-5.295, 6.371, -1.104], [0.232, 1.057, 2.146], [-1.501, -1.421, -2.392], [-0.192, -4.944, -2.649], [-1.986, 2.062, 2.606], [5.788, 2.277, 4.284], [-2.651, -3.311, -3.656]], "lowdin_charge": [0.583, 0.006, -0.046, -0.184, -0.001, -0.061, 0.026, 0.007, -0.246, -0.071, -0.089, -0.198, -0.004, -0.224, -0.221, -0.213, -0.027, 0.033, -0.009, -0.067, 0.034, 0.000, -0.193, 0.085, 0.031, -0.676, -0.070, 0.014, -0.248, -0.082, 0.028, 0.085, 0.095, 0.118, 0.048, 0.025, 0.060, 0.140, 0.106, 0.017, 0.045, 0.045, 0.089, 0.091, 0.130, 0.121, 0.090, 0.028, 0.137, 0.131, 0.116, -0.008, 0.104, 0.108, 0.084, 0.110, 0.110, 0.123, 0.111, 0.115, 0.088, 0.096, 0.132, 0.101, 0.085]}

***

Record 2
{"formula": "C27H36AsClN4O8PtS", "method": "wB97M-V/def2-TZVPD", "homo_ev": [-12.046, -13.097], "energy_ha": -5084.03375, "charge": 2, "multiplicity": 5, "elements": ["Pt", "As", "Cl", "S", "O", "O", "O", "O", "O", "O", "O", "O", "N", "N", "N", "N", "C", "C", "C", "C", "C", "C", "C", "C", "C", "C", "C", "C", "C", "C", "C", "C", "C", "C", "C", "C", "C", "C", "C", "C", "C", "C", "C", "H", "H", "H", "H", "H", "H", "H", "H", "H", "H", "H", "H", "H", "H", "H", "H", "H", "H", "H", "H", "H", "H", "H", "H", "H", "H", "H", "H", "H", "H", "H", "H", "H", "H", "H", "H"], "xyz": [[-1.159, 1.879, 0.067], [-3.037, -1.029, -1.514], [4.021, -3.602, -0.095], [4.652, 0.877, -0.194], [-5.213, 0.711, -0.187], [-2.979, 0.941, -0.124], [4.465, 4.438, -0.967], [4.866, -0.457, 0.292], [3.462, 1.153, -0.983], [2.775, 4.835, -2.432], [-0.759, -0.584, 1.236], [-0.559, 0.682, -1.295], [2.568, 3.351, 0.816], [0.565, 2.729, 0.263], [-1.975, 3.436, 1.380], [3.205, 4.422, -1.326], [-2.638, -5.592, 0.671], [-4.816, -4.118, -0.198], [6.020, 0.933, -2.593], [-3.641, -3.443, 0.192], [0.299, -1.200, 0.901], [2.310, 3.880, -0.475], [6.156, 1.396, -1.157], [0.989, -0.957, -0.413], [0.579, -0.004, -1.328], [-3.825, -6.234, 0.302], [-3.242, 2.948, 2.093], [-2.228, -2.639, -2.426], [-4.906, -5.496, -0.142], [-3.585, -1.951, 0.248], [1.305, 2.027, 2.538], [2.040, -2.837, 1.422], [-4.687, -1.208, -2.587], [3.903, 3.328, 1.466], [-4.381, 2.558, 1.085], [4.590, 1.958, 1.318], [1.029, 3.454, -0.803], [2.154, -1.697, -0.726], [-4.213, 1.326, 0.214], [0.959, -2.089, 1.798], [-2.550, -4.223, 0.627], [1.462, 2.648, 1.213], [2.653, -2.646, 0.159], [0.303, 1.609, 2.611], [0.572, -2.215, 2.798], [2.686, -1.514, -1.673], [-3.842, -7.338, 0.322], [-1.287, 3.658, 2.117], [-5.797, -6.038, -0.460], [-2.897, 2.013, 2.581], [6.165, 2.487, -1.107], [4.506, 4.121, 1.012], [5.137, 1.393, -3.059], [1.454, 2.805, 3.306], [-5.291, 2.375, 1.676], [2.047, 1.230, 2.697], [3.787, 3.535, 2.526], [-3.500, 3.676, 2.863], [-4.560, -1.498, 0.505], [5.908, -0.148, -2.655], [4.125, 1.274, 2.016], [-5.659, -3.538, -0.568], [-2.852, -1.616, 0.977], [1.229, 0.119, -2.198], [2.498, -3.590, 2.082], [-4.913, -2.252, -2.773], [0.455, 3.554, -1.736], [-1.949, -2.319, -3.432], [-1.749, -6.175, 0.976], [6.872, 1.214, -3.182], [-2.949, -3.461, -2.453], [-2.212, 4.313, 0.898], [-4.624, 3.391, 0.398], [-5.455, -0.689, -1.999], [-1.353, -2.939, -1.864], [7.008, 0.985, -0.618], [-1.632, -3.727, 0.939], [5.623, 2.081, 1.655], [-4.488, -0.682, -3.510]], "lowdin_spin": [0.506, 0.461, 0.138, 0.001, 0.002, 0.144, 0.000, 0.006, 0.006, 0.000, 0.534, 0.306, 0.000, 0.016, 0.013, 0.000, 0.000, 0.014, 0.000, 0.012, 0.194, 0.002, 0.000, 0.111, 0.400, 0.018, 0.003, 0.118, 0.000, 0.041, 0.002, 0.123, 0.080, 0.000, 0.007, 0.000, 0.010, 0.221, 0.009, 0.150, 0.012, 0.003, 0.256, 0.000, 0.002, 0.004, 0.001, 0.001, 0.000, 0.001, 0.000, 0.000, 0.000, 0.000, 0.000, 0.001, 0.000, 0.001, 0.002, 0.000, 0.000, 0.001, 0.000, 0.024, 0.004, 0.014, 0.003, 0.000, 0.000, 0.000, 0.017, 0.001, 0.000, 0.000, 0.001, 0.000, 0.002, 0.000, 0.001]}

***

Record 3
{"formula": "C27H36BBr3F3I2N3O5S2", "method": "wB97M-V/def2-TZVPD", "homo_ev": -8.337, "energy_ha": -11028.61252, "charge": 0, "elements": ["I", "I", "Br", "Br", "Br", "S", "S", "F", "F", "F", "O", "O", "O", "O", "O", "N", "N", "N", "C", "C", "C", "C", "C", "C", "C", "C", "C", "C", "C", "C", "C", "C", "C", "C", "C", "C", "C", "C", "C", "C", "C", "C", "C", "C", "C", "B", "H", "H", "H", "H", "H", "H", "H", "H", "H", "H", "H", "H", "H", "H", "H", "H", "H", "H", "H", "H", "H", "H", "H", "H", "H", "H", "H", "H", "H", "H", "H", "H", "H", "H", "H", "H"], "xyz": [[-3.095, -1.391, -1.480], [-4.866, 1.053, -3.091], [-0.199, -2.764, 0.063], [4.884, -1.096, 2.658], [0.144, -1.127, 3.120], [-4.346, -2.399, 3.326], [-4.943, 0.620, 3.166], [4.223, -1.079, -5.316], [3.225, -3.170, -4.618], [0.805, -0.873, -5.042], [-0.158, -0.048, 0.209], [5.362, -4.249, -0.850], [4.498, 3.221, 0.274], [3.204, -0.328, 0.144], [3.551, -5.776, -0.777], [-6.485, -1.447, 1.941], [-7.864, -2.695, 0.362], [4.303, 1.721, -1.755], [1.082, 3.843, 0.743], [2.048, -0.380, -2.706], [-3.047, 1.613, -1.944], [-4.059, 1.275, 1.628], [0.742, -0.956, -0.330], [2.967, -1.113, 3.099], [2.713, -1.079, 4.707], [3.122, -1.755, -4.722], [-7.767, -0.777, 1.811], [0.101, 2.057, -1.091], [3.950, -4.596, -0.875], [-2.568, 0.668, 1.668], [-1.533, 1.703, 0.928], [-2.217, 0.628, -1.254], [-6.605, -2.594, 1.052], [2.731, -2.701, 0.364], [0.846, -1.053, -1.912], [1.881, -1.135, 2.145], [1.971, -1.013, -4.210], [-8.666, -1.554, 0.799], [2.133, -1.218, 0.527], [-5.309, -1.146, 2.768], [0.146, 3.541, -0.528], [2.964, -3.316, -1.095], [3.095, 1.017, 0.647], [-2.762, 3.165, -1.933], [-0.886, 0.985, -0.412], [3.967, 1.992, -0.323], [-2.274, 0.627, 2.789], [4.788, 2.919, 1.175], [1.999, -3.788, -1.528], [1.173, 1.676, -1.166], [3.106, -0.617, -2.363], [1.989, 1.266, 0.753], [3.681, -1.140, 5.305], [-0.113, -0.632, -2.419], [2.326, -3.465, 1.135], [-9.722, -1.324, 0.450], [3.574, 2.139, -2.357], [3.845, -2.615, 0.698], [5.671, -4.173, 0.081], [-2.147, 2.623, 0.684], [1.101, 3.046, 1.555], [-1.758, 3.499, -2.402], [-0.737, 1.932, 1.713], [2.090, -2.009, 5.010], [-8.090, 0.169, 2.366], [-3.548, 3.697, -2.602], [3.536, 1.185, 1.712], [2.098, -0.167, 5.012], [-0.860, 4.044, -0.304], [3.516, -2.649, -1.835], [-0.236, 2.120, -2.203], [1.988, 0.748, -2.878], [0.592, 4.189, -1.386], [-2.839, 3.704, -0.929], [0.647, 4.794, 1.250], [-3.961, 2.412, 1.828], [2.113, 4.164, 0.359], [-2.474, -0.403, 1.283], [-4.628, 1.040, 0.666], [5.190, 2.202, -2.010], [0.824, -2.151, -2.291], [-5.743, -3.333, 0.963]], "lowdin_charge": [0.782, 0.712, 0.709, 0.755, 0.783, 0.671, 0.800, 0.054, 0.045, -0.014, -0.208, 0.004, 0.047, -0.174, 0.080, -0.167, -0.001, 0.140, -0.107, -0.120, -0.695, -0.427, -0.532, -0.637, -0.201, -0.099, -0.063, -0.112, -0.364, -0.278, -0.092, -0.536, -0.140, -0.191, -0.168, -0.489, -0.107, -0.095, -0.392, -0.981, -0.241, -0.091, -0.128, -0.178, -0.397, -0.458, 0.074, 0.102, 0.105, 0.093, 0.104, 0.103, 0.061, 0.119, 0.131, 0.094, 0.072, 0.075, 0.110, 0.087, 0.067, 0.083, 0.114, 0.073, 0.103, 0.063, 0.102, 0.065, 0.083, 0.114, 0.123, 0.091, 0.128, 0.073, 0.091, 0.095, 0.073, 0.056, 0.082, 0.088, 0.099, 0.107]}